# 1
DFT (the ωB97M-V functional and the def2-TZVPD basis) results for a molecular structure, C33H65Br22InNP2S at a distorted geometry.

Geometry as ORCA input:
```
! RIJCOSX wB97M-V def2-TZVPD def2/J DEFGRID3
* xyz -1 1
C 1.1223 -3.1378 -4.3713
C 2.3379 -2.1712 -4.4709
C 1.8993 -0.6691 -4.5311
In 1.6190 -0.0165 -2.4025
C -0.1790 -1.1129 -1.6354
C -1.5270 -0.6401 -2.1178
C -1.7486 0.5224 -2.8231
C -3.0101 0.9278 -3.2075
C -4.1147 0.1589 -2.9294
C -3.9209 -1.0215 -2.2258
C -2.6664 -1.4256 -1.8424
C -2.4888 -2.7431 -1.1077
P 1.4709 2.5387 -2.1562
N 2.4194 3.0990 -0.9790
P 3.7799 -0.6242 -1.1459
S 5.2941 -0.0215 -2.2967
H 1.0622 -3.8198 -5.2288
H 1.2871 -3.7950 -3.4996
H 0.1696 -2.6298 -4.1831
H 2.9348 -2.2999 -3.5582
H 2.9269 -2.4584 -5.3520
H 0.9466 -0.6591 -5.0833
H 2.6631 -0.0757 -5.0459
H -0.0697 -2.1539 -1.9781
H -0.0956 -1.1460 -0.5405
H -0.9187 1.1685 -3.1046
H -3.1164 1.8639 -3.7532
H -5.0858 0.5047 -3.2769
H -4.8119 -1.6117 -1.9888
H -1.8004 -3.3818 -1.6794
H -2.0932 -2.5691 -0.1009
H -3.4346 -3.2906 -1.0806
H 1.7932 3.1070 -3.4229
H 0.1076 2.8421 -1.8558
H 3.0841 3.7699 -1.3569
H 3.8282 0.1925 0.0175
H 3.8690 -1.9972 -0.7994
Br -9.6621 -3.3136 -2.1665
C -8.0076 -2.7645 -3.0321
C -6.9492 -3.8285 -2.9263
Br -6.1534 -3.8748 -1.1527
H -7.7128 -1.8218 -2.5807
H -8.2754 -2.5968 -4.0732
H -6.1226 -3.6102 -3.6014
H -7.3274 -4.8259 -3.1299
Br 3.2316 -6.6271 -5.5121
C 2.4652 -6.8801 -3.7418
C 1.2885 -7.8194 -3.7797
Br -0.2943 -6.9415 -4.4908
H 2.2102 -5.8939 -3.3650
H 3.2695 -7.2994 -3.1401
H 1.0150 -8.1296 -2.7728
H 1.4660 -8.6985 -4.3915
Br -2.5608 -2.0867 2.9757
C -4.2542 -2.8816 2.4407
C -4.2600 -4.3711 2.6675
Br -3.2305 -5.2915 1.2999
H -4.4151 -2.6091 1.4006
H -5.0065 -2.3974 3.0607
H -5.2707 -4.7671 2.5820
H -3.8417 -4.6571 3.6277
Br 1.7027 1.4891 2.7774
C 1.6410 -0.2657 3.6229
C 2.3353 -1.3088 2.7875
Br 1.2386 -1.8168 1.2655
H 0.5923 -0.4884 3.7973
H 2.1472 -0.1469 4.5798
H 2.4853 -2.2200 3.3625
H 3.2900 -0.9759 2.3889
Br 3.7518 6.7501 -0.2525
C 3.0593 6.5065 1.5535
C 1.9724 5.4642 1.5958
Br 0.2951 6.1661 0.9033
H 2.7275 7.4826 1.8963
H 3.9153 6.1905 2.1455
H 1.7611 5.1818 2.6268
H 2.2022 4.5690 1.0127
Br 3.7432 -3.2605 6.1967
C 3.9379 -5.0926 5.5661
C 4.9245 -5.1844 4.4326
Br 4.1511 -4.5459 2.7681
H 2.9458 -5.4391 5.2934
H 4.2921 -5.6544 6.4285
H 5.1933 -6.2222 4.2448
H 5.8263 -4.6050 4.6060
Br -8.9184 -4.4217 -6.2903
C -10.4689 -5.4990 -6.7593
C -11.3618 -5.7176 -5.5672
Br -10.6235 -7.0526 -4.3601
H -10.0927 -6.4226 -7.1889
H -10.9884 -4.9312 -7.5292
H -12.3242 -6.1166 -5.8815
H -11.5180 -4.8153 -4.9826
Br -8.5806 -3.3299 -11.4259
C -7.4574 -3.9742 -9.9708
C -6.8491 -5.3121 -10.2932
Br -8.1470 -6.7528 -10.1094
H -8.0760 -3.9931 -9.0794
H -6.6809 -3.2205 -9.8547
H -6.0573 -5.5502 -9.5856
H -6.4576 -5.3692 -11.3040
Br 4.6469 3.9766 4.1990
C 6.0478 5.3145 4.0152
C 6.8959 5.4031 5.2548
Br 5.9797 6.3659 6.6783
H 5.5596 6.2525 3.7668
H 6.6455 4.9850 3.1672
H 7.7993 5.9777 5.0586
H 7.1670 4.4314 5.6553
Br 6.5415 10.2424 4.7590
C 6.2728 10.2168 6.6863
C 7.1080 11.2711 7.3632
Br 8.9780 10.7364 7.4809
H 6.4940 9.2095 7.0248
H 5.2136 10.4179 6.8282
H 6.7876 11.4081 8.3912
H 7.0842 12.2266 6.8483
Br 5.2508 13.4791 11.2449
C 5.2388 11.7302 12.0992
C 5.9152 10.6953 11.2416
Br 4.7740 10.1356 9.7675
H 4.2023 11.4909 12.3154
H 5.7806 11.8649 13.0333
H 6.1060 9.7894 11.8134
H 6.8462 11.0477 10.8059
*
```

## Properties
**E_LUMO**: 1.3 eV
**HOMO**: -4.10 eV
**F_max**: 1.502 eV/A

---

# 2
DFT (the ωB97M-V functional and the def2-TZVPD basis) results for 9 unconnected molecules or ions with the total composition C33H65ClO31P3 at a distorted geometry.

Geometry as ORCA input:
```
! RIJCOSX wB97M-V def2-TZVPD def2/J DEFGRID3
* xyz -1 1
Cl -12.9711 4.2777 17.8732
O -12.3997 4.4330 19.1893
O -12.0288 4.7028 16.8674
O -13.4524 2.9263 17.7188
O -14.1278 5.1554 17.7452
C -16.7596 2.3245 16.6924
C -17.5557 2.3103 17.9664
O -18.1922 1.0193 17.9199
C -18.2141 0.6030 16.6341
O -18.8023 -0.3484 16.2350
O -17.4508 1.4055 15.8418
H -15.7283 1.9716 16.7844
H -16.6225 3.3593 16.3682
H -18.2725 3.1238 18.0441
H -16.8769 2.3222 18.8121
C -9.1871 5.3343 20.3727
C -8.7394 4.8522 18.9919
O -7.3017 4.8935 19.0820
C -6.9365 4.9829 20.3716
O -5.8170 4.9703 20.7692
O -8.0221 5.1134 21.1696
H -10.0325 4.7283 20.6861
H -9.3790 6.4059 20.3779
H -9.0765 5.4551 18.1501
H -8.9756 3.8342 18.6791
C -16.9837 6.6911 15.9624
C -16.2078 7.8718 15.3961
O -16.3695 7.6952 13.9845
C -17.3403 6.7748 13.7585
O -17.7105 6.4524 12.6776
O -17.8796 6.3393 14.9221
H -17.4185 6.9033 16.9384
H -16.2789 5.8762 16.1623
H -15.1471 7.7518 15.6121
H -16.5048 8.8635 15.7325
C -12.9505 6.2489 21.9983
C -12.2697 5.9861 23.3667
O -11.7803 7.2622 23.7541
C -12.5019 8.2090 23.1131
O -12.6302 9.3447 23.4289
O -13.0716 7.6865 21.9996
H -13.9430 5.8240 21.9455
H -12.2273 5.9733 21.2374
H -11.4392 5.2927 23.2785
H -12.9961 5.6029 24.0852
C -12.3023 7.6013 15.5177
C -10.7663 7.6543 15.4634
O -10.5167 8.9366 14.8754
C -11.6459 9.3993 14.2753
O -11.6649 10.2617 13.4599
O -12.7039 8.6466 14.6353
H -12.6529 7.8683 16.5206
H -12.7668 6.6434 15.3101
H -10.3904 6.8773 14.8012
H -10.3698 7.6782 16.4712
C -11.9499 0.6456 19.7092
C -12.7772 -0.5423 19.2478
O -12.1509 -1.7765 19.6108
P -12.5637 -3.1394 18.9297
O -12.1066 -4.3027 19.6793
O -11.9421 -3.0130 17.4702
C -11.4915 -4.1797 16.7711
C -12.2976 -4.4087 15.5023
O -14.1401 -2.9924 18.7458
C -14.7646 -2.6133 17.5229
C -16.0843 -1.9321 17.8036
H -11.3828 0.3781 20.6015
H -11.3008 0.9930 18.9128
H -12.6423 1.4352 20.0001
H -13.8069 -0.5405 19.6093
H -12.8698 -0.4541 18.1576
H -10.4627 -3.9802 16.4761
H -11.5482 -5.0931 17.3586
H -13.3657 -4.5420 15.6871
H -12.1312 -3.6751 14.7158
H -12.0021 -5.3831 15.0937
H -14.1405 -2.0340 16.8320
H -14.9306 -3.4946 16.8855
H -16.7265 -2.6067 18.3729
H -15.9445 -1.0358 18.4103
H -16.6059 -1.6818 16.8806
C -14.6894 0.3183 9.3667
C -13.7579 1.2024 10.1693
O -12.8043 0.3906 10.8357
P -12.2722 0.6797 12.3128
O -10.8401 0.4641 12.4509
O -13.1154 -0.2456 13.2783
C -14.5362 -0.3176 13.2718
C -14.9755 -1.6747 13.8056
O -12.7727 2.1559 12.5802
C -12.3205 2.8049 13.7964
C -12.9163 4.1921 13.8725
H -15.2691 -0.2966 10.0668
H -15.5015 0.8452 8.8600
H -14.1836 -0.3504 8.6742
H -13.2593 1.9302 9.5238
H -14.3617 1.8170 10.8387
H -14.9976 0.4773 13.8650
H -14.9136 -0.2077 12.2540
H -14.7944 -1.7641 14.8742
H -16.0165 -1.8432 13.5346
H -14.3887 -2.4379 13.2885
H -12.7178 2.1919 14.6073
H -11.2363 2.8573 13.8360
H -12.1717 4.8249 14.3468
H -13.1674 4.6032 12.8926
H -13.8420 4.2351 14.4465
C -20.0348 9.7467 18.8174
C -20.7335 8.3940 19.0258
O -19.7418 7.3663 19.0346
P -20.2904 5.8823 19.0613
O -21.4301 5.6553 19.9520
O -20.5591 5.5626 17.5565
C -21.4902 4.5340 17.1784
C -22.7585 5.1880 16.6692
O -19.0288 4.9876 19.3902
C -18.0999 5.4337 20.4129
C -16.8734 4.5730 20.3076
H -20.6609 10.5358 19.2319
H -19.1289 9.7279 19.4277
H -19.7774 9.9397 17.7798
H -21.2547 8.4529 19.9813
H -21.4985 8.2717 18.2563
H -21.0166 3.8981 16.4334
H -21.7128 3.9277 18.0594
H -23.5536 4.4572 16.4967
H -23.2214 5.7412 17.4934
H -22.5191 5.8118 15.8134
H -17.7988 6.4350 20.0969
H -18.5583 5.4440 21.3974
H -17.1462 3.5378 20.5254
H -16.3291 4.5817 19.3625
H -16.1045 4.8459 21.0352
*
```

## Properties
**E_LUMO**: 1.8 eV
**HOMO**: -8.41 eV
**F_max**: 1.975 eV/A

---

# 3
DFT (the ωB97M-V functional and the def2-TZVPD basis) results for 10 unconnected molecules or ions with the total composition C33H65F9N10O13S3 at a distorted geometry.

Geometry as ORCA input:
```
! RIJCOSX wB97M-V def2-TZVPD def2/J DEFGRID3
* xyz 4 1
C 2.8241 1.5699 -3.7218
C 3.8924 0.6390 -3.3775
O 4.9008 0.5584 -4.0492
N 3.8010 -0.1918 -2.0833
H 2.8191 -0.3507 -1.9078
H 4.2137 -1.1103 -2.1618
C 4.5134 0.6181 -0.9666
H 2.0852 1.0192 -4.3040
H 3.3132 2.3084 -4.3569
H 2.4433 2.1044 -2.8515
H 4.0077 0.2264 -0.0841
H 4.4957 1.6914 -1.1560
H 5.5644 0.3393 -1.0412
C 1.8183 6.9023 3.9731
C 1.5509 5.7748 2.9625
O 2.4412 5.1569 2.4277
N 0.0752 5.6359 2.6383
H -0.5057 5.5554 3.4606
H -0.2819 6.4361 2.1360
C -0.0803 4.2842 1.7823
H 2.7919 6.7378 4.4346
H 1.1943 6.9765 4.8637
H 1.8684 7.9107 3.5623
H 0.5468 4.3201 0.8915
H -1.1248 4.3134 1.4720
H 0.0899 3.4061 2.4052
C 2.1700 -3.8813 -1.4997
C 1.6773 -5.0466 -0.6434
O 1.8962 -5.2693 0.5908
N 0.8325 -6.0701 -1.4707
H -0.0030 -5.5311 -1.6484
H 1.1464 -6.2511 -2.4134
C 0.4422 -7.3387 -0.7701
H 2.9068 -4.2633 -2.2063
H 2.7087 -3.1914 -0.8501
H 1.3507 -3.4480 -2.0734
H -0.3896 -7.0088 -0.1477
H 1.2706 -7.8746 -0.3067
H 0.1287 -8.0153 -1.5651
C -4.4856 1.1769 -1.3386
C -5.2499 1.2079 -0.0132
O -4.7389 1.3756 1.0943
N -6.7950 1.1365 -0.0433
H -7.1495 2.0432 0.2254
H -7.1844 1.1121 -0.9749
C -7.1211 -0.1184 0.8669
H -4.7074 2.0666 -1.9279
H -4.5520 0.2999 -1.9825
H -3.4244 1.3531 -1.1628
H -6.6334 -1.0399 0.5490
H -8.1862 -0.2221 0.6596
H -7.0150 0.2158 1.8990
C 5.0618 0.9156 3.1433
C 4.1194 -0.2204 3.5218
N 4.7445 -1.1417 4.4724
C 4.7540 -2.4919 4.3083
C 5.4654 -3.0578 5.4429
N 5.6971 -1.9748 6.3114
C 5.2289 -0.7945 5.7184
C 6.2030 -1.9314 7.6536
H 5.3022 1.5301 4.0108
H 4.6444 1.6580 2.4631
H 6.0050 0.6940 2.6440
H 3.9585 -0.7264 2.5699
H 3.1435 0.0512 3.9242
H 4.2737 -2.9450 3.4537
H 5.8898 -4.0215 5.6829
H 5.2013 0.1779 6.1874
H 5.7149 -2.6045 8.3584
H 6.0451 -0.9846 8.1702
H 7.2032 -2.3326 7.4903
C -4.9077 -5.4670 2.9834
C -4.3272 -4.4348 2.0726
N -4.1392 -3.1463 2.7291
C -5.0500 -2.3783 3.4291
C -4.4493 -1.1603 3.7986
N -3.0918 -1.2887 3.4495
C -2.9364 -2.4418 2.7549
C -2.0044 -0.3609 3.7176
H -4.2874 -5.6547 3.8598
H -5.0351 -6.4254 2.4802
H -5.9090 -5.2248 3.3397
H -4.9137 -4.1047 1.2152
H -3.3597 -4.8672 1.8179
H -6.0765 -2.6413 3.6375
H -4.8898 -0.2780 4.2389
H -2.0275 -2.6274 2.2019
H -1.1123 -0.8897 4.0531
H -2.2087 0.3803 4.4903
H -1.8200 0.0273 2.7159
C -2.1985 2.4712 -4.0207
C -2.0501 3.9166 -4.6160
N -0.7052 4.3440 -4.5452
C -0.0668 4.5095 -3.3098
C 1.2530 4.7987 -3.6134
N 1.3933 4.8892 -4.9978
C 0.1765 4.5197 -5.5665
C 2.5160 5.3715 -5.8154
H -1.4149 1.7559 -4.2703
H -3.0192 1.9387 -4.5014
H -2.3988 2.3845 -2.9527
H -2.6967 4.6715 -4.1687
H -2.2796 3.8403 -5.6788
H -0.6077 4.4460 -2.3771
H 2.0514 5.1258 -2.9639
H -0.0203 4.4608 -6.6268
H 2.6764 6.4495 -5.7994
H 2.4759 5.1726 -6.8863
H 3.5128 5.0582 -5.5052
C -0.6711 -1.6247 -4.7766
F 0.2111 -2.5435 -5.1433
F -1.8052 -2.2455 -4.4879
F -0.2256 -0.9431 -3.7033
S -0.8397 -0.3233 -6.2903
O -2.2505 0.0688 -6.1792
O 0.2002 0.7262 -6.1290
O -0.6321 -1.1128 -7.4886
C -2.8345 -2.2798 -1.3127
F -3.5914 -2.1448 -2.4278
F -1.8845 -1.3328 -1.3006
F -3.7549 -2.0576 -0.3916
S -2.0823 -4.1347 -1.0823
O -1.4585 -4.2902 0.2335
O -3.2104 -5.0521 -1.2799
O -1.1180 -4.3389 -2.1735
C 0.0076 1.5774 -0.5124
F -0.9920 2.1160 0.2393
F -0.5133 1.1042 -1.6520
F 1.0383 2.4167 -0.6687
S 0.7947 0.0191 0.4530
O 1.5363 -0.7250 -0.5330
O 1.6020 0.6236 1.5158
O -0.3865 -0.6939 0.9997
*
```

## Properties
**E_LUMO**: -8.7 eV
**Energy above the lowest of the compared OMol25 structures with the same formula, charge and spin**: 0.0 kJ/mol
**HOMO**: -14.34 eV
**F_max**: 6.795 eV/A